Entry 1:
A structure of composition C3H10O2, computed with ωB97M-V/def2-TZVPD.

Structure (XYZ):
```
15
Properties=species:S:1:pos:R:3:forces:R:3:lowdin_charge:R:1
C -1.443230 -0.583027 0.014240 0.0 0.6 -6.2 -0.059
C -0.201671 -1.483829 -0.465174 -3.2 -3.6 2.2 -0.072
C 0.529465 -2.384921 0.549679 -4.3 1.9 -1.5 0.121
H -1.235008 0.497563 -0.103210 0.5 -0.7 -0.1 0.067
H -1.632050 -0.728027 0.965248 -0.8 -0.9 4.8 0.000
H -2.480497 -0.679877 -0.599153 2.7 -0.6 1.0 0.137
H -0.273922 -1.908424 -1.519984 1.5 1.5 1.2 0.154
H 1.333464 -3.024459 0.297688 0.7 -0.2 -0.8 0.072
H 0.137705 -2.520835 1.596384 0.7 1.2 -1.1 0.125
H 0.749322 -1.126941 0.184720 1.9 2.1 0.8 0.108
H 1.797254 0.576627 0.472967 -0.4 0.7 0.3 -0.064
O 0.904955 0.926783 0.679434 1.1 -1.9 -0.4 -0.407
H 0.646958 2.266716 -0.206908 -0.4 -0.1 0.5 -0.045
H -0.105130 3.675095 -0.554935 0.2 0.5 0.6 -0.006
O 0.064360 2.783621 -0.820095 -0.3 -0.4 -1.2 -0.130
```
Positions in Å, forces in eV/Å.

Computed properties:
Relative energy (zero: lowest compared OMol25 entry of this formula, charge and spin) = 6.523 eV
Lowest unoccupied orbital energy = -2.012 eV
Orbital gap = 6.1 eV

Entry 2:
A structure of composition C34H48N7NaO11P2S, computed with ωB97M-V/def2-TZVPD.

Structure (XYZ):
```
104
Properties=species:S:1:pos:R:3:forces:R:3:lowdin_charge:R:1
Na 0.126959 -0.243821 -0.375972 -0.2 1.1 2.0 0.236
C 0.082217 -0.013631 4.669349 -0.1 0.1 0.1 -0.050
C -0.126124 0.311233 3.216926 -0.1 -0.3 0.0 -0.300
N -0.302300 -0.592106 2.328967 0.5 0.3 -0.3 0.057
N -0.552921 -1.864341 2.706550 -0.8 -0.4 0.0 -0.049
C 0.303169 -2.821175 2.714521 0.6 0.3 0.0 -0.989
N -0.257657 -4.117491 2.776197 0.1 0.1 -0.1 0.010
S 2.032427 -2.683468 2.730516 -0.2 -0.1 -0.1 0.368
C -0.193706 1.733250 2.786304 0.0 0.1 -0.2 -0.228
C 0.112219 2.755880 3.686264 0.1 0.0 0.1 -0.034
C -0.004822 4.076910 3.286002 0.0 0.0 0.0 -0.087
C -0.423128 4.354968 1.997479 0.0 0.0 0.0 -0.071
C -0.701214 3.280097 1.161324 0.0 -0.2 0.0 -0.131
N -0.600095 2.008360 1.536616 -0.1 0.0 0.2 0.133
H 0.086171 -1.093765 4.791937 0.0 0.0 0.0 0.052
H -0.700789 0.420552 5.305107 0.1 0.0 0.0 0.076
H 1.048688 0.363750 5.009553 0.0 0.0 0.0 0.076
H -1.216750 -4.106580 3.095167 0.0 0.1 0.0 0.056
H 0.334343 -4.750452 3.287001 0.1 0.0 0.1 0.032
H 0.460319 2.516789 4.683673 0.0 0.0 -0.1 0.094
H 0.237716 4.878126 3.973401 0.0 0.0 0.0 0.095
H -0.527500 5.371876 1.639020 0.0 -0.1 0.0 0.094
H -1.000465 3.440114 0.128606 0.1 -0.1 0.1 0.092
O 4.615816 5.296860 -1.333072 0.2 -0.3 0.1 -0.074
C 4.984955 4.303012 -0.663908 0.2 0.1 -0.1 -0.700
O 6.087238 4.060152 -0.119498 -0.3 0.2 -0.1 -0.077
C 3.903627 3.222332 -0.465754 0.0 0.1 0.2 -0.115
C 3.854169 2.468941 0.702736 0.0 0.0 -0.1 -0.008
C 2.808643 1.578751 0.899137 -0.1 0.0 -0.1 -0.106
N 1.815558 1.411561 0.021153 0.3 0.2 -0.2 0.101
C 1.883112 2.117867 -1.116239 0.0 -0.2 0.0 -0.185
C 2.903729 3.009181 -1.404061 -0.1 0.0 -0.1 0.042
C 0.735665 1.906299 -2.089120 0.0 0.1 -0.6 -0.529
O 1.043893 1.369340 -3.249657 -0.3 0.4 0.6 -0.108
O -0.405201 2.227448 -1.759551 0.3 -0.2 0.0 0.052
H 4.640768 2.590814 1.435081 0.0 0.0 0.0 0.105
H 2.750501 0.962044 1.795123 0.0 0.1 -0.1 0.105
H 2.915627 3.556186 -2.338292 0.0 0.1 0.1 0.124
C 2.025277 -5.397160 -0.212032 -0.1 0.0 0.1 -0.049
C 2.345263 -4.210876 -1.101732 -0.3 -0.1 0.0 -0.410
C 2.566067 -4.625931 -2.549048 -0.2 0.2 0.0 -0.054
O 1.323166 -3.206346 -0.949785 0.3 0.0 -0.2 -0.167
P -0.066990 -2.931958 -1.619553 -0.2 -0.5 0.3 0.507
O -0.882915 -1.993404 -0.817983 -0.3 -1.0 -0.4 -0.277
C 0.048188 -2.438542 -3.351980 0.1 0.2 0.4 -0.177
P 0.514104 -0.597158 -3.269622 0.1 -0.6 -0.5 0.507
O 1.322144 -0.734680 -2.019819 0.3 0.2 -0.9 -0.297
O -1.015557 -0.111762 -3.185744 0.0 0.2 -0.2 -0.203
C -1.819512 0.161473 -4.342233 0.1 0.1 0.1 -0.447
C -3.254709 -0.061657 -3.910217 -0.1 0.0 0.1 -0.039
C -1.599611 1.570602 -4.865048 0.1 0.0 0.1 -0.041
O 1.005258 -0.499803 -4.799412 0.2 -0.3 0.0 -0.210
C 2.351229 -0.382295 -5.312812 0.1 0.0 0.2 -0.426
C 2.544694 -1.537821 -6.277970 -0.1 -0.1 0.0 -0.057
C 3.428026 -0.363548 -4.239938 -0.2 0.0 0.2 -0.041
O -0.650497 -4.433959 -1.660777 -0.4 0.0 -0.2 -0.197
C -1.934416 -4.970202 -1.306523 -0.1 0.1 0.0 -0.441
C -2.950433 -3.962400 -0.785774 0.2 0.1 0.0 -0.056
C -2.457815 -5.702686 -2.529167 0.0 0.0 -0.1 -0.060
H 2.832580 -6.134641 -0.273322 0.0 0.0 0.0 0.078
H 1.087141 -5.856887 -0.531716 0.1 0.0 0.0 0.071
H 1.919721 -5.060231 0.821690 0.0 0.0 -0.1 0.043
H 3.237878 -3.714844 -0.732945 0.1 0.1 0.1 0.144
H 1.660481 -5.092265 -2.948275 0.1 0.0 0.0 0.076
H 3.384680 -5.345539 -2.597307 0.0 0.0 0.0 0.079
H 2.826898 -3.763335 -3.167602 0.0 -0.1 0.0 0.064
H -0.927055 -2.633681 -3.810194 0.1 0.0 -0.1 0.067
H 0.809836 -3.023422 -3.863653 0.0 0.0 -0.1 0.044
H -1.562731 -0.555406 -5.127569 0.1 -0.1 0.0 0.131
H -3.530837 0.698513 -3.172416 0.0 -0.1 -0.1 0.067
H -3.374386 -1.047161 -3.452470 0.0 0.1 0.0 0.079
H -3.922623 0.020419 -4.771531 0.0 0.0 0.0 0.079
H -1.802118 2.288970 -4.068089 0.0 0.0 0.0 0.083
H -2.262682 1.751221 -5.717286 0.0 0.0 0.0 0.077
H -0.562969 1.704004 -5.171284 0.0 0.0 0.0 0.073
H 2.380792 0.556307 -5.867076 0.0 0.1 0.0 0.139
H 2.536810 -2.483827 -5.725506 0.0 0.1 -0.1 0.072
H 3.499280 -1.446539 -6.804826 -0.1 0.0 0.1 0.078
H 1.732623 -1.561177 -7.008655 0.1 0.0 0.0 0.076
H 3.401264 -1.288561 -3.656983 0.1 0.0 0.0 0.077
H 3.263002 0.462971 -3.550373 0.1 0.0 0.0 0.075
H 4.410034 -0.259854 -4.704789 0.0 0.0 -0.1 0.085
H -1.743056 -5.698095 -0.515131 0.1 0.0 0.1 0.136
H -3.167584 -3.204946 -1.545687 0.0 -0.1 0.1 0.076
H -2.574561 -3.440863 0.093750 -0.1 0.0 0.0 0.075
H -3.871139 -4.496582 -0.536031 0.0 0.0 0.0 0.080
H -2.696492 -4.980751 -3.318358 0.0 -0.1 0.1 0.080
H -3.364432 -6.260989 -2.278897 0.0 0.0 0.0 0.075
H -1.705847 -6.396798 -2.910806 0.0 0.0 0.0 0.075
N -7.429793 1.902277 -0.754663 0.0 0.1 -0.1 0.156
C -7.059356 1.514284 0.502911 0.2 -0.1 -0.2 -0.497
O -7.842208 1.580156 1.427656 -0.2 0.0 0.3 0.046
C -5.666140 0.972098 0.661979 -0.1 0.1 0.0 -0.148
C -5.266314 0.555841 1.920747 0.0 0.0 0.2 -0.007
C -3.984789 0.043878 2.079194 0.0 0.0 -0.1 -0.114
N -3.118762 -0.068117 1.077972 -0.1 0.0 0.1 0.110
C -3.497011 0.349541 -0.124538 0.2 -0.1 0.1 -0.101
C -4.756802 0.870663 -0.379444 0.0 0.1 -0.2 -0.011
H -8.294403 2.412062 -0.805764 0.0 0.0 0.0 0.101
H -6.738630 2.095813 -1.455810 0.0 0.0 0.0 0.079
H -5.955546 0.638144 2.750322 0.0 0.0 0.0 0.110
H -3.629660 -0.292526 3.049551 0.0 0.0 0.0 0.108
H -2.748750 0.262151 -0.905804 -0.1 0.0 -0.1 0.101
H -4.999651 1.181795 -1.389170 0.1 0.0 0.0 0.088
```
Positions in Å, forces in eV/Å.

Computed properties:
Relative energy (zero: lowest compared OMol25 entry of this formula, charge and spin) = 2.691 eV
Lowest unoccupied orbital energy = 3.358 eV
Charge = -2
Orbital gap = 5.4 eV

Entry 3:
A cluster of 6 separate species, H12O6 in total, computed with ωB97M-V/def2-TZVPD.

Structure (XYZ):
```
18
Properties=species:S:1:pos:R:3:forces:R:3:lowdin_charge:R:1
O -0.398732 -4.281534 0.017552 0.6 -1.2 0.2 -0.061
H -0.864794 -3.476880 -0.161128 0.0 0.8 -0.1 -0.003
H 0.522729 -4.068601 0.239163 -0.6 0.4 -0.2 0.028
O -1.017561 -0.748362 -0.406682 -0.5 -0.2 -0.3 -0.049
H -1.524984 -0.280697 0.261573 -0.1 0.3 0.2 0.031
H -0.393237 -0.103484 -0.765040 -0.1 0.1 -0.2 0.005
O -1.436779 1.181221 1.763335 -0.2 0.0 1.2 -0.060
H -2.015218 1.183676 2.558664 0.4 0.0 -0.9 0.069
H -0.552341 1.255695 2.157217 -0.2 0.0 -0.3 0.056
O 0.752128 1.051244 -1.608631 -0.7 -0.1 0.2 -0.013
H 1.655861 1.284540 -1.477801 1.2 0.2 0.5 0.062
H 0.680237 1.050860 -2.554412 -0.4 -0.2 -0.9 0.075
O 1.150282 -1.736816 0.490600 0.8 -1.9 0.4 -0.056
H 0.257795 -1.432802 0.318296 -0.6 0.4 -0.2 -0.047
H 1.732653 -1.009643 0.592270 0.6 1.0 0.1 0.006
O 0.563302 3.410268 -0.088031 -0.3 -0.9 -0.6 -0.088
H 0.269166 2.606529 -0.593398 0.3 1.2 0.6 0.013
H 0.619495 4.114787 -0.743547 -0.1 -0.1 0.1 0.032
```
Positions in Å, forces in eV/Å.

Computed properties:
Relative energy (zero: lowest compared OMol25 entry of this formula, charge and spin) = 1.266 eV
Structure (SMILES) = O.O.O.O.O.O
Lowest unoccupied orbital energy = -0.002 eV
Orbital gap = 10.5 eV

Entry 4:
A structure of composition C60H50F9GeMnN5OPS, computed with ωB97M-V/def2-TZVPD.

Structure (XYZ):
```
129
Properties=species:S:1:pos:R:3:forces:R:3:lowdin_charge:R:1
Mn -0.926500 -0.332700 -0.511400 0.9 -1.1 -4.0 0.544
O 0.104700 1.183300 0.200300 0.1 0.0 0.1 -0.276
C -0.244200 2.470700 -0.244400 -0.3 0.5 -0.2 -0.149
C -1.665700 2.434400 -0.726300 0.3 0.2 0.1 -0.237
C -2.447200 3.573900 -0.851000 0.1 -0.3 0.0 0.010
C -3.701300 3.469700 -1.422700 0.2 -0.3 0.1 -0.009
C -4.118700 2.225000 -1.874100 0.1 0.0 0.1 -0.017
C -3.292100 1.134800 -1.694400 -0.2 -0.2 0.0 -0.091
N -2.099100 1.220000 -1.092400 0.0 0.3 0.3 0.051
H 1.149700 1.040800 -0.034800 -0.1 -0.3 -0.2 0.045
H 0.390400 2.768000 -1.097200 -0.1 -0.1 0.1 0.129
H -0.097000 3.208100 0.557400 0.0 -0.1 -0.1 0.135
H -2.057800 4.523300 -0.519100 0.1 0.1 0.0 0.137
H -4.327200 4.337500 -1.534500 -0.1 0.2 0.0 0.129
H -5.062500 2.097900 -2.379200 -0.1 0.0 0.0 0.129
H -3.571400 0.153700 -2.053500 0.0 0.1 0.1 0.111
N 4.337400 -0.397900 -0.235100 -0.4 -0.3 -0.1 0.205
C 4.706500 0.909600 -0.436100 -0.4 0.8 -0.1 -0.175
C 5.940700 1.543100 -0.458200 0.0 -0.1 0.0 0.005
C 5.938900 2.902400 -0.681000 0.0 -0.1 0.0 -0.050
C 4.749500 3.613600 -0.881100 -0.2 0.0 0.0 -0.061
C 3.520600 2.992100 -0.856400 0.1 0.0 0.1 -0.007
C 3.499100 1.620000 -0.613500 1.0 -0.2 -0.1 -0.207
N 2.455900 0.736100 -0.502600 -0.2 -0.7 0.1 0.169
C 2.979500 -0.459700 -0.291800 0.0 0.7 -0.1 -0.239
C 2.229700 -1.692800 -0.135800 0.3 -1.0 0.2 -0.271
C 2.830000 -2.924600 -0.006700 -0.3 0.3 0.0 -0.309
S 1.684900 -4.170200 0.186400 -0.1 0.6 -0.1 1.136
C 0.456600 -2.997800 0.075100 0.1 -0.1 0.0 -0.439
N 0.851300 -1.758400 -0.088000 -0.8 0.3 -0.2 0.013
H 4.975200 -1.161800 -0.089400 -0.1 0.0 0.0 0.169
H 6.854600 0.993400 -0.310800 0.2 0.0 0.0 0.120
H 6.876000 3.434200 -0.705000 0.1 0.1 0.0 0.118
H 4.796400 4.678400 -1.043700 0.0 0.1 0.0 0.116
H 2.617100 3.559400 -1.012800 -0.1 0.0 0.0 0.108
H 3.871700 -3.176800 -0.017500 0.2 0.1 0.0 0.083
H -0.578800 -3.282000 0.132400 0.0 0.0 0.0 0.048
C -3.139900 -3.185600 1.114400 0.2 0.4 0.0 -0.006
C -3.144100 -2.290500 -0.146100 -0.8 -1.0 -0.9 -0.642
C -4.523300 -1.581300 -0.186800 0.3 0.3 0.0 -0.005
C -2.990800 -3.133400 -1.429100 0.0 0.3 0.2 -0.021
N -2.125100 -1.321400 -0.069700 0.4 0.9 1.2 0.056
H -3.647900 -4.114700 0.876300 -0.1 -0.1 0.0 0.102
H -3.664900 -2.700700 1.931200 0.0 0.1 0.1 0.075
H -2.130000 -3.405500 1.447400 0.1 -0.1 0.1 0.069
H -5.286300 -2.295000 0.109600 0.0 -0.1 0.0 0.107
H -4.756800 -1.245800 -1.191100 -0.1 0.0 -0.1 0.074
H -4.546100 -0.734400 0.493600 0.0 0.1 0.1 0.073
H -3.949300 -3.557100 -1.711800 -0.1 -0.1 -0.1 0.100
H -2.288000 -3.948400 -1.284800 0.2 -0.1 0.0 0.078
H -2.622700 -2.499100 -2.238200 -0.1 -0.1 0.0 0.062
F 1.742600 -2.731500 8.599300 0.1 -0.2 -0.2 0.151
C 1.056400 -1.589900 8.508600 0.1 0.0 0.2 -0.598
F 1.787100 -0.642500 9.116100 0.1 0.2 0.0 0.155
F -0.059400 -1.742100 9.235100 -0.2 0.0 -0.1 0.155
C 0.746100 -1.202600 7.084300 0.0 -0.1 0.0 -0.101
C 1.238500 -1.931900 6.013300 0.0 0.1 0.3 0.002
C 0.933600 -1.523400 4.726300 -0.1 0.1 -0.1 -0.086
C 0.149100 -0.398400 4.506300 -0.1 -0.2 -0.3 -0.374
C -0.339200 0.326100 5.589700 0.1 -0.1 0.1 -0.063
C -0.040000 -0.074400 6.875500 0.0 0.0 0.0 0.013
P -0.136700 0.151900 2.773300 0.2 0.1 1.1 1.121
C -1.898500 0.643100 2.895400 0.1 -0.1 -0.2 -0.360
C -2.763500 -0.304400 3.444300 0.1 0.1 0.0 -0.086
C -4.132200 -0.131200 3.394200 -0.2 0.2 -0.1 -0.001
C -4.652200 0.998800 2.779100 0.0 0.0 0.0 -0.120
C -3.808200 1.968100 2.255300 -0.2 -0.2 0.1 0.004
C -2.441400 1.780400 2.301800 0.1 0.0 0.1 -0.082
C -6.131700 1.179900 2.579500 0.0 0.0 -0.2 -0.596
F -6.397400 1.258300 1.250400 0.0 0.0 -0.1 0.121
F -6.590600 2.310300 3.119000 0.0 0.1 0.2 0.168
F -6.854600 0.166600 3.051100 0.0 -0.2 0.2 0.161
C 0.853900 1.702800 2.919100 -0.1 -0.2 -0.3 -0.344
C 0.419900 2.964900 3.311000 0.1 -0.1 0.0 -0.070
C 1.283800 4.047400 3.235200 0.1 0.1 0.0 0.010
C 2.585500 3.868800 2.787400 0.1 0.1 0.1 -0.103
C 3.053900 2.600900 2.472300 0.0 0.2 0.2 0.001
C 2.185100 1.532900 2.539000 -0.1 0.0 0.1 -0.094
C 3.479500 5.058200 2.559000 0.0 0.1 -0.3 -0.591
F 3.223700 5.593000 1.339000 -0.2 0.1 -0.1 0.126
F 4.775000 4.731900 2.548300 0.2 -0.2 0.1 0.151
F 3.309500 6.031900 3.448200 -0.2 0.0 0.2 0.170
H 1.853800 -2.802300 6.183700 0.0 -0.1 0.0 0.123
H 1.316100 -2.084900 3.885100 0.0 -0.1 -0.1 0.092
H -0.948300 1.204300 5.430400 -0.1 0.1 0.0 0.112
H -0.406100 0.487900 7.720400 -0.1 0.0 0.1 0.133
H -2.352000 -1.189900 3.907700 0.0 -0.1 0.1 0.114
H -4.801900 -0.857400 3.830200 0.0 -0.1 0.0 0.130
H -4.226200 2.861100 1.817000 0.0 0.1 -0.1 0.128
H -1.805700 2.545000 1.888000 0.1 0.1 0.0 0.082
H -0.580800 3.121800 3.687500 -0.1 0.0 0.0 0.107
H 0.940900 5.031800 3.517700 0.0 0.1 0.0 0.131
H 4.083200 2.464800 2.178800 0.1 0.0 -0.1 0.123
H 2.536300 0.541100 2.286600 0.0 -0.1 0.0 0.099
C -0.543000 -0.520700 -2.145900 -0.6 0.7 3.5 0.020
Ge -0.316500 -0.337500 -4.090400 0.3 0.2 -1.0 1.019
C -1.008700 -2.084600 -4.700400 0.3 0.9 0.2 -0.290
C -1.746300 -2.284100 -5.856300 0.0 0.1 0.0 -0.095
C -2.114500 -3.569100 -6.221200 -0.1 0.0 -0.1 -0.060
C -1.730700 -4.650300 -5.446800 0.0 0.0 0.0 -0.057
C -0.985800 -4.452800 -4.294600 0.1 -0.1 0.1 -0.073
C -0.630000 -3.171800 -3.920300 0.1 0.2 0.0 -0.154
C 1.587700 -0.005500 -4.571200 -0.9 -0.2 0.3 -0.271
C 2.610300 -0.803100 -4.076400 -0.1 0.0 0.1 -0.118
C 3.906800 -0.630900 -4.529300 0.1 -0.1 0.1 -0.076
C 4.190700 0.334500 -5.481700 0.0 0.1 0.0 -0.061
C 3.174400 1.135400 -5.974800 0.1 0.0 -0.1 -0.059
C 1.877000 0.962600 -5.524700 -0.2 0.0 0.0 -0.109
C -1.296800 1.391100 -4.281900 0.4 -1.0 0.0 -0.281
C -0.604900 2.556700 -3.973900 0.2 0.0 0.0 -0.127
C -1.200700 3.790400 -4.159700 0.0 0.1 0.0 -0.064
C -2.493100 3.865400 -4.650100 0.0 0.0 0.0 -0.064
C -3.189700 2.706700 -4.941900 -0.1 0.0 -0.1 -0.076
C -2.597600 1.469000 -4.754800 0.0 -0.1 -0.2 -0.112
H -2.014600 -1.441000 -6.476300 -0.1 0.0 -0.1 0.103
H -2.691800 -3.723400 -7.118500 -0.1 0.0 -0.1 0.114
H -2.007900 -5.650600 -5.740900 0.0 -0.1 0.0 0.115
H -0.677400 -5.296300 -3.695200 0.0 -0.1 0.0 0.110
H -0.055300 -2.990200 -3.013700 0.0 -0.2 0.0 0.080
H 2.380300 -1.570200 -3.347700 0.1 -0.1 0.1 0.088
H 4.696000 -1.264500 -4.152500 0.1 -0.1 0.0 0.106
H 5.200200 0.458200 -5.842500 0.1 0.0 0.0 0.113
H 3.385900 1.886700 -6.719800 0.0 0.1 -0.1 0.114
H 1.081800 1.575400 -5.928000 0.0 0.1 -0.1 0.100
H 0.417800 2.498700 -3.622600 0.1 0.0 0.0 0.100
H -0.657800 4.695500 -3.938300 0.1 0.1 0.0 0.115
H -2.954100 4.826700 -4.808100 -0.1 0.1 0.0 0.117
H -4.195200 2.769000 -5.324000 -0.2 0.0 -0.1 0.117
H -3.140900 0.566400 -4.996800 -0.1 -0.1 0.0 0.106
```
Positions in Å, forces in eV/Å.

Computed properties:
Lowest unoccupied orbital energy (alpha / beta) = -6.681 / -6.683 eV
Charge = +2
Orbital gap (alpha / beta) = 6.4 / 6.4 eV